{
  "formula": "C10H13N2O2",
  "method": "wB97M-V/def2-TZVPD",
  "max_force_ev_per_a": 5.39,
  "homo_lumo_gap_ev": 8.13,
  "lumo_energy_ev": -3.25,
  "total_charge": 1,
  "species": ["C", "C", "C", "C", "C", "C", "C", "C", "C", "C", "N", "N", "O", "O", "H", "H", "H", "H", "H", "H", "H", "H", "H", "H", "H", "H", "H"],
  "coordinates": [[3.003, -0.401, 0.780], [-0.279, -0.809, -0.896], [-0.942, 1.835, 0.880], [2.904, 0.855, 1.328], [0.882, -0.196, -0.331], [0.831, 1.039, 0.379], [2.117, -0.904, -0.240], [-1.577, -0.889, -0.458], [-1.205, 2.890, 0.172], [-3.456, -2.166, -0.390], [1.853, 1.633, 1.100], [2.343, -2.027, -0.921], [-0.295, 3.167, -0.923], [-2.291, -1.747, -1.097], [3.774, -1.062, 1.093], [-0.145, -1.366, -1.839], [-1.485, 1.369, 1.645], [3.791, 1.310, 1.878], [-2.033, -0.539, 0.456], [-2.043, 3.503, 0.387], [-3.821, -2.970, -0.869], [-4.241, -1.396, -0.581], [-3.246, -2.309, 0.739], [1.884, 2.621, 1.420], [2.964, -2.743, -0.511], [1.584, -2.362, -1.548], [-0.871, 3.663, -1.655]],
  "forces_ev_per_a": [[-0.50, -0.35, -1.04], [-1.59, -0.20, -0.75], [4.82, -1.72, -1.70], [2.66, -0.20, 0.39], [0.27, 3.00, 2.12], [-4.14, 1.01, 0.98], [0.13, 1.17, 1.66], [3.55, 0.29, 0.51], [2.20, -0.05, -2.43], [0.10, 3.50, 2.14], [-1.16, -0.49, -0.95], [-0.41, -1.15, -0.15], [-3.85, 1.74, -0.45], [-1.98, -1.58, -0.96], [0.88, -0.09, 0.12], [0.01, 0.20, 0.55], [-0.30, -0.42, 1.07], [-1.49, -0.78, -0.53], [0.40, 0.58, 0.12], [-0.63, 0.74, -0.31], [-0.89, -3.29, -1.26], [0.47, -0.28, 0.71], [-0.43, 0.04, -1.94], [-0.70, -1.17, -0.43], [-0.45, 0.74, -0.68], [1.03, 0.20, 0.89], [1.99, -1.43, 2.33]]
}